94
Properties=species:S:1:pos:R:3:forces:R:3 method="wB97M-V/def2-TZVPD" s_squared=6.0452 multiplicity=5 total_charge=+3 lumo_ev="-9.13 / -14.05"
Pt 0.273 -0.049 0.514 1.02 -0.66 -0.87
P 0.588 -2.362 0.702 1.89 -3.33 0.53
P 0.371 2.238 0.082 1.27 3.42 -0.62
O 0.404 1.286 3.664 0.01 -0.11 0.11
O -1.799 -0.177 2.682 2.69 -0.03 -2.26
N -0.812 0.383 5.386 0.20 0.45 -0.64
N 1.106 1.603 5.817 -0.43 -0.01 -0.90
N -3.165 -1.020 -1.640 0.71 1.02 -2.47
N 1.644 -0.222 -1.022 -0.29 0.40 -0.36
C -1.345 3.144 0.000 -1.53 0.19 0.55
C 0.225 1.131 4.889 0.03 -0.44 0.84
C -0.237 -3.231 -1.825 0.17 0.24 -0.09
C -4.109 0.310 -4.698 -0.43 0.00 0.05
C 2.258 -2.401 -0.078 0.16 0.55 -0.08
C 1.716 0.833 -1.925 0.46 -0.73 -0.18
C -2.171 -1.228 -5.059 0.02 -0.55 0.01
C -0.059 -5.030 -0.121 0.59 -0.19 0.52
C 3.084 2.627 0.723 -0.09 -0.22 -0.13
C 1.895 4.656 -0.089 -0.22 0.13 -0.47
C 2.424 -1.306 -1.115 -0.37 0.08 0.04
C 1.744 3.380 0.763 0.21 0.13 0.84
C 2.495 0.622 -3.100 -0.16 0.77 0.21
C 1.545 -1.997 3.284 0.00 0.14 -0.04
C 3.345 -0.468 -3.182 0.06 -0.63 0.21
C 1.079 2.034 -1.561 -0.15 -1.03 -0.63
C -2.500 2.204 0.379 0.05 -0.40 -0.02
C -0.475 -3.463 3.068 -0.10 -0.05 0.01
C 0.868 -3.070 2.413 -0.56 0.39 0.88
C -2.958 -0.674 -2.742 -0.50 -0.38 1.50
C -1.432 4.323 0.992 0.57 0.05 0.37
C 1.790 -4.296 2.385 0.25 -0.32 -0.47
C 3.336 -1.417 -2.156 0.27 -0.06 -0.14
C -1.940 -3.392 -0.001 -0.20 0.21 0.17
C 1.485 3.781 2.221 -0.10 -0.08 0.28
C -0.449 -3.552 -0.342 -1.31 0.21 -0.66
C -1.797 1.014 -4.071 0.27 0.40 0.49
C -0.986 -0.098 1.845 -5.66 0.00 3.42
C -1.608 3.636 -1.424 0.73 -0.18 -0.70
C -2.765 -0.158 -4.145 0.14 -0.19 0.07
H 2.768 -4.063 1.952 -0.07 -0.14 0.17
H 1.360 -5.147 1.852 0.18 0.23 0.23
H -3.449 2.757 0.296 0.39 -0.13 -0.02
H -1.102 -1.370 -4.855 -0.21 -0.16 0.02
H -4.082 0.344 -5.791 0.07 0.00 0.20
H -2.414 1.863 1.412 -0.11 0.14 -0.10
H 4.015 -0.627 -4.031 -0.28 0.25 0.21
H -0.965 -4.308 2.562 0.20 0.36 0.22
H 4.007 -2.272 -2.118 -0.05 0.20 -0.37
H -1.178 -2.618 3.124 0.18 -0.33 0.03
H 3.002 -2.278 0.723 -0.13 0.10 -0.19
H 2.424 4.209 2.601 -0.30 -0.04 -0.06
H 0.890 1.575 6.803 0.18 0.13 -0.17
H -2.560 1.334 -0.281 -0.08 0.01 0.03
H 3.830 3.252 1.238 -0.20 -0.22 -0.25
H -2.455 4.737 0.951 0.35 -0.33 -0.17
H -2.309 -2.389 -0.251 0.07 -0.37 0.09
H -2.261 1.830 -3.511 0.05 -0.11 -0.19
H -2.271 -0.901 -6.101 0.07 -0.03 0.26
H 2.460 1.368 -3.897 0.09 -0.19 0.30
H -0.884 4.382 -1.766 -0.09 -0.03 0.11
H -0.882 0.708 -3.540 -0.06 0.13 -0.24
H 1.014 -5.217 -0.280 -0.35 -0.04 0.07
H -4.329 1.316 -4.340 -0.23 -0.11 0.08
H -0.504 -2.196 -2.057 0.00 -0.06 -0.06
H -0.741 5.145 0.762 -0.26 -0.29 0.10
H -1.538 1.400 -5.062 -0.08 -0.22 0.07
H 1.622 -2.392 4.308 0.06 0.14 -0.31
H 1.004 5.287 -0.106 0.11 -0.12 0.00
H -2.502 -4.113 -0.618 0.18 0.29 0.25
H 0.976 -1.060 3.326 0.12 -0.19 0.09
H 2.692 5.253 0.384 -0.19 -0.26 -0.14
H -1.607 2.810 -2.142 0.01 0.23 0.23
H -2.707 -2.181 -4.958 0.22 0.19 -0.08
H -1.267 3.986 2.025 -0.11 0.17 -0.28
H 1.140 2.858 -2.265 -0.18 0.08 0.17
H -2.607 4.096 -1.456 0.26 -0.12 0.22
H -2.161 -3.603 1.054 0.06 -0.01 -0.39
H 2.192 4.444 -1.122 0.04 0.09 0.23
H -0.898 -3.883 -2.414 0.15 0.20 0.18
H -1.578 0.195 4.744 0.35 0.12 0.53
H 3.428 2.443 -0.300 0.02 0.02 0.18
H -0.256 -3.790 4.099 -0.09 0.19 -0.37
H -4.902 -0.377 -4.396 -0.06 0.17 -0.13
H 1.230 2.906 2.839 0.11 0.39 -0.19
H -1.034 0.483 6.363 -0.17 -0.15 0.02
H 1.821 2.229 5.470 -0.10 -0.16 0.34
H 2.556 -1.772 2.923 -0.08 0.01 0.15
H 2.452 -3.385 -0.528 -0.16 0.19 0.09
H 0.791 -3.430 -2.149 -0.17 0.03 -0.01
H 1.946 -4.609 3.426 -0.02 0.18 -0.18
H 3.023 1.677 1.264 0.06 0.01 0.02
H 0.699 4.537 2.328 0.34 -0.21 -0.03
H -0.368 -5.414 0.863 0.17 0.17 -0.43
H -0.603 -5.628 -0.872 0.09 0.44 0.14

98
Properties=species:S:1:pos:R:3:forces:R:3 method="wB97M-V/def2-TZVPD" e_above_lowest_kcal_mol=22.01 total_charge=-2 lumo_ev=3.92
Pb -16.321 -8.417 0.619 -0.51 -0.26 -1.06
Sb -19.264 -5.736 -1.912 -0.62 -0.43 0.85
S -19.836 -12.738 3.096 -0.28 -0.12 -0.02
Si -19.600 -8.067 -2.918 -0.03 0.31 0.32
Si -17.285 -4.857 -3.097 0.71 0.90 -0.70
Si -21.281 -4.671 -3.055 0.17 1.40 0.79
O -15.050 -12.889 0.123 0.42 0.25 0.05
N -15.512 -6.460 0.662 -0.86 -0.47 -0.85
N -19.961 -10.283 2.011 0.33 0.69 0.12
N -16.525 -8.336 3.035 1.07 -0.30 0.21
N -18.822 -9.957 2.711 0.09 -0.81 -1.07
N -21.379 -11.727 1.096 -0.80 -0.23 -1.58
N -16.884 -12.365 1.306 0.91 0.89 0.75
C -12.909 -4.035 2.978 -0.59 -1.06 -0.64
C -16.634 -4.307 2.283 -0.41 -0.45 1.22
C -15.553 -12.188 0.997 -1.76 -0.65 -0.18
C -20.552 -7.890 -4.542 -0.80 0.17 0.13
C -15.353 -7.778 3.394 0.03 -0.20 1.04
C -22.741 -5.690 -2.498 -1.01 -0.22 -1.56
C -20.465 -13.905 0.091 0.81 0.80 -0.14
C -18.856 -8.835 3.307 -1.17 -0.35 0.61
C -16.373 -6.812 5.317 0.05 -0.23 -0.03
C -14.304 -3.873 3.027 0.07 -0.78 -0.61
C -14.717 -5.681 1.324 0.82 1.52 2.19
C -14.512 -9.865 1.082 0.23 0.63 -0.18
C -14.806 -11.159 1.792 0.29 -1.22 0.12
C -20.171 -8.137 3.527 -0.32 0.75 -0.31
C -12.705 -6.729 0.307 -0.13 -0.78 0.91
C -20.551 -9.016 -1.619 0.46 -0.57 0.63
C -13.267 -5.750 1.273 0.00 0.07 0.19
C -21.249 -4.494 -4.918 0.49 -0.94 0.23
C -17.629 -4.535 -4.979 2.02 -0.72 0.98
C -15.626 -5.684 -2.991 0.95 0.16 0.38
C -15.224 -7.078 4.597 0.97 0.71 -0.42
C -21.653 -13.000 0.455 0.72 -0.86 0.29
C -12.405 -5.007 2.075 -2.84 0.99 0.33
C -15.208 -4.636 2.274 2.22 -0.48 -0.96
C -21.724 -2.913 -2.323 0.62 -0.49 -0.50
C -16.889 -3.255 -2.162 0.30 0.21 -1.04
C -17.608 -8.271 3.804 0.39 2.21 0.93
C -17.566 -7.393 4.927 -0.58 -0.43 0.16
C -20.374 -11.516 2.003 1.06 -0.20 1.26
C -17.863 -8.742 -3.270 -1.13 0.26 -0.04
H -22.968 -5.482 -1.483 -0.37 0.57 1.00
H -22.644 -6.769 -2.510 0.24 -0.25 -0.34
H -22.796 -2.797 -2.417 -0.39 0.18 -0.38
H -15.355 -10.970 2.725 0.10 0.06 -0.15
H -17.114 -4.678 1.412 -0.45 -0.35 -0.97
H -15.898 -2.905 -2.536 -0.62 -0.09 0.25
H -17.157 -4.773 3.140 0.00 0.21 -0.15
H -16.717 -3.242 2.343 -0.49 0.82 0.16
H -19.947 -9.087 -0.687 -0.04 -0.22 -0.55
H -16.602 -4.532 -5.451 -1.08 0.51 0.29
H -17.294 -13.197 0.937 -0.41 -0.18 -0.11
H -21.543 -2.799 -1.267 0.32 -0.25 0.51
H -14.851 -4.892 -3.213 -0.79 -0.67 0.09
H -17.335 -11.909 2.114 0.21 -0.36 -0.75
H -20.821 -10.035 -1.952 0.15 0.27 0.14
H -22.209 -12.828 -0.463 -0.14 0.44 -0.08
H -21.640 -7.498 -4.439 1.93 -0.78 -0.21
H -13.807 -9.373 1.737 0.41 0.45 -0.07
H -21.203 -2.073 -2.810 -0.23 -0.32 -0.05
H -15.503 -6.470 -3.716 0.09 -0.46 -0.38
H -11.622 -6.678 0.317 0.25 -0.19 -0.28
H -17.863 -9.809 -3.457 0.08 -0.24 -0.10
H -14.039 -9.930 0.087 -0.02 -0.49 0.37
H -18.139 -3.590 -4.990 -0.25 0.42 -0.66
H -21.714 -3.669 -5.376 -1.14 1.26 -0.11
H -11.386 -5.091 1.900 1.96 -0.31 -0.06
H -18.155 -5.359 -5.443 -0.45 0.03 -0.08
H -18.470 -7.160 5.502 0.29 -0.33 -0.33
H -20.833 -14.674 -0.539 -0.65 -1.33 -0.27
H -15.358 -6.092 -2.002 -0.29 0.16 -0.08
H -19.941 -14.282 0.976 -0.29 0.03 -0.30
H -23.623 -5.426 -3.163 0.75 -0.23 0.86
H -16.269 -6.130 6.162 -0.44 -0.22 -0.08
H -14.514 -7.925 2.699 -0.54 0.29 0.53
H -14.719 -3.117 3.676 -0.13 0.28 0.28
H -17.250 -8.524 -2.416 0.38 -0.02 0.47
H -21.749 -5.397 -5.282 0.47 0.02 -0.41
H -19.717 -13.469 -0.591 -0.11 0.59 0.48
H -17.625 -2.451 -2.334 0.19 -0.25 0.47
H -13.136 -6.610 -0.655 -0.16 0.54 -1.30
H -12.277 -3.500 3.656 0.38 0.35 0.15
H -20.666 -8.061 2.553 0.15 0.10 -0.02
H -20.517 -8.876 -5.056 -0.21 0.71 0.01
H -20.032 -7.119 3.914 -0.13 -0.30 0.04
H -13.900 -11.761 2.058 -0.21 0.67 0.02
H -20.224 -4.380 -5.263 0.10 -0.66 -0.09
H -19.922 -7.139 -5.060 -0.59 -0.43 -0.25
H -14.288 -6.567 4.938 -0.73 -0.75 -0.78
H -21.349 -11.018 0.375 0.04 0.36 0.31
H -20.913 -8.696 4.123 0.61 0.04 0.07
H -17.470 -8.195 -4.117 0.22 0.03 -0.37
H -13.065 -7.746 0.531 0.44 0.09 0.26
H -21.451 -8.531 -1.258 -0.34 0.27 -0.30
H -22.302 -13.616 1.066 -0.23 -0.04 0.42
H -16.755 -3.545 -1.118 -0.20 0.28 0.09

95
Properties=species:S:1:pos:R:3:forces:R:3 method="wB97M-V/def2-TZVPD" s_squared=3.7903 multiplicity=4 total_charge=+2 lumo_ev="-6.59 / -7.23"
Re 0.514 0.737 0.290 -0.14 0.40 -0.25
P 2.408 -0.608 -0.739 -0.29 0.10 -0.03
P -1.501 0.894 1.840 0.20 0.00 -0.20
O 0.094 2.947 -0.626 0.16 -0.12 -0.34
O 0.399 2.173 -2.786 -0.10 -0.02 0.18
N -0.448 -1.498 2.226 0.07 -0.38 -0.14
N 1.166 -2.318 0.836 -0.11 -0.15 0.02
C 3.521 -0.241 1.723 0.00 0.01 0.02
C 1.574 4.831 -0.958 0.09 0.06 0.03
C 3.834 0.050 0.245 0.10 -0.01 0.15
C 0.337 3.649 -2.940 0.01 -0.12 0.06
C -1.423 -0.646 2.846 -0.11 -0.01 0.13
C 3.326 0.484 -3.170 0.05 -0.08 -0.01
C 5.183 -0.583 -0.103 0.02 0.03 0.03
C -3.168 1.922 -0.150 0.02 0.04 -0.06
C 0.315 -4.572 4.186 -0.01 0.01 0.01
C 1.011 -3.211 1.900 0.19 0.01 -0.32
C -0.907 3.935 -3.754 -0.01 0.04 -0.06
C 1.310 -5.068 3.338 0.01 0.01 -0.02
C -3.176 -0.531 0.222 0.01 -0.06 -0.04
C 2.713 -0.778 -2.561 0.09 -0.01 -0.10
C -4.303 0.979 1.876 -0.03 0.00 -0.04
C 3.903 1.573 0.068 -0.03 -0.01 0.02
C -2.103 2.124 4.327 0.02 0.05 0.00
C -0.901 5.084 -1.149 0.03 0.16 -0.06
C 0.205 2.293 3.380 0.03 0.02 0.00
C 0.021 -2.709 2.753 -0.27 0.19 0.07
C -3.111 0.833 0.925 -0.08 -0.03 0.00
C 1.359 -1.080 -3.217 -0.01 -0.02 -0.01
C 1.584 4.047 -3.704 -0.02 0.08 -0.07
C -1.655 3.629 2.378 0.00 0.01 0.01
C -0.346 -3.387 3.906 0.06 -0.04 -0.05
C 1.670 -4.399 2.180 -0.07 -0.02 0.09
C 2.154 -2.356 -0.207 -0.02 -0.13 0.04
C 3.662 -1.956 -2.840 0.04 -0.02 -0.02
C 0.292 4.207 -1.453 -0.20 -0.23 0.16
C -1.292 2.295 3.035 -0.03 0.00 0.14
B 0.255 -1.246 1.008 0.14 0.17 0.30
B 0.240 1.889 -1.496 0.29 -0.03 0.08
H -1.124 -3.014 4.559 -0.01 0.01 0.03
H 4.674 1.971 0.731 0.03 0.00 -0.02
H 3.365 0.346 -4.252 0.00 0.03 -0.02
H 2.494 3.751 -3.189 0.02 -0.01 0.00
H -0.816 3.436 -4.717 -0.01 -0.01 0.00
H -2.310 -0.722 -0.418 0.02 0.07 0.01
H 0.655 -0.256 -3.130 -0.02 0.06 0.04
H 5.921 -0.239 0.624 0.02 0.01 -0.01
H -4.276 0.276 2.709 0.03 -0.02 0.01
H 3.806 -2.010 -3.920 0.01 0.00 -0.01
H 0.820 2.567 2.513 0.00 0.00 -0.02
H 4.644 -1.822 -2.392 0.01 -0.01 0.01
H -1.182 3.755 1.404 0.01 -0.03 0.02
H -5.216 0.775 1.314 -0.01 0.01 0.00
H -2.380 1.802 -0.897 0.01 -0.04 0.03
H 1.611 5.125 -3.862 -0.02 0.02 0.01
H 0.549 1.331 3.771 -0.01 -0.02 -0.01
H 2.962 2.064 0.354 -0.01 0.00 0.01
H 2.428 4.163 -1.056 0.00 -0.05 0.00
H -2.733 3.744 2.265 -0.01 -0.01 -0.01
H 0.898 -1.986 -2.818 -0.02 0.01 0.02
H 2.425 -4.801 1.518 0.03 0.00 -0.02
H 1.462 5.109 0.090 0.00 -0.02 0.01
H 4.349 0.645 -2.832 0.01 0.00 0.03
H -3.168 1.996 4.151 -0.01 0.00 -0.03
H 3.535 -1.305 1.957 -0.01 -0.03 0.00
H -1.141 -0.409 3.874 0.03 0.04 -0.01
H 4.277 0.252 2.336 0.01 -0.03 0.02
H 1.570 3.572 -4.684 -0.01 -0.03 0.00
H 1.802 -5.997 3.587 0.00 -0.02 0.01
H 1.815 -2.939 -1.067 0.03 -0.01 0.09
H 1.794 5.738 -1.520 -0.01 0.02 0.00
H -1.844 4.575 -1.336 0.00 -0.02 -0.01
H -4.121 1.829 -0.673 -0.02 0.03 0.01
H -1.812 3.577 -3.268 -0.02 -0.04 0.03
H 1.528 -1.252 -4.281 0.01 -0.01 -0.02
H 0.396 3.041 4.151 0.01 0.01 0.01
H 2.738 1.375 -2.977 -0.11 0.12 0.05
H -1.012 5.003 -3.940 0.00 0.02 0.00
H -4.386 1.989 2.275 0.01 0.02 0.01
H -0.869 5.979 -1.771 0.00 0.01 0.00
H -0.873 5.407 -0.110 0.02 0.00 0.01
H 3.263 -2.921 -2.530 -0.01 0.03 0.01
H 4.143 1.875 -0.949 0.00 0.00 -0.06
H -3.274 -1.364 0.916 0.01 -0.02 0.03
H 2.546 0.150 2.048 0.00 0.04 -0.04
H -1.749 1.298 4.943 0.01 -0.05 -0.02
H 0.052 -5.128 5.074 0.00 -0.01 0.02
H -1.309 4.433 3.030 0.00 0.03 -0.01
H -2.414 -1.105 2.880 0.02 -0.04 0.05
H 5.161 -1.672 -0.046 -0.02 -0.01 0.00
H 3.095 -2.793 0.135 0.00 0.05 0.01
H -3.104 2.929 0.256 -0.02 0.00 0.01
H -4.057 -0.538 -0.421 -0.03 -0.01 0.02
H -1.980 3.032 4.921 0.00 0.00 0.01
H 5.535 -0.293 -1.091 -0.01 0.01 -0.02

Number 1: E -63852.895 eV. Number 2: E -89244.656 eV. Number 3: E -61144.527 eV.